Computed, not measured: 9 unconnected molecules or ions with the total composition C19H34F6N10O18S at a distorted geometry, with ωB97M-V/def2-TZVPD.

## Properties
Orbital gap (eV): 8.13
M (g/mol): 836.6
SMILES: CC(C)=NN(C(F)(F)c1cccc(C(F)(F)F)c1)S(=O)(=O)F.C[N+](=O)[O-].C[N+](=O)[O-].C[N+](=O)[O-].C[N+](=O)[O-].C[N+](=O)[O-].C[N+](=O)[O-].C[N+](=O)[O-].C[N+](=O)[O-]
Lowest unoccupied orbital energy (eV): -1.3

ORCA input file:
```
! wB97M-V def2-TZVPD RIJCOSX def2/J DEFGRID3
* xyz 0 1
H -7.31785 -3.13750 5.23135
H 0.70531 -0.60828 1.31096
H 2.47211 6.41769 -0.31281
H 2.23290 8.20372 -0.24070
H -2.41249 -3.92554 3.66374
H 2.05952 -3.29924 0.60124
C 3.55782 7.44210 5.23085
F 4.81012 2.25216 -3.23818
C 3.74022 3.10286 -2.59758
O -2.91104 -0.99319 4.18288
H -4.10337 -6.21571 0.29877
C 2.94641 2.13811 -1.49035
C -2.11520 -3.17224 4.39620
F 2.82291 3.50351 -3.72912
N -3.11257 -5.77153 2.08973
O -1.40889 -1.70541 2.73726
H 0.80110 4.44903 4.71630
H 0.21274 2.77472 4.39562
O -2.70900 -2.30464 -3.02845
N -1.32977 -0.12819 -7.61045
N 2.76797 7.29181 1.56731
C -6.39564 -3.14836 4.64661
C -0.58990 -0.45889 -1.63216
O 2.08298 7.15892 2.58820
C 1.56701 1.33185 -1.98539
O -0.51496 -0.28841 -6.69421
H -5.14253 -5.49909 1.57699
H -1.12740 1.95380 -7.32370
C 2.29801 -4.14993 -2.57049
H -2.81175 -3.15599 5.23706
F 4.28229 4.33298 -1.96375
H 0.08883 -2.86475 -4.95409
O 1.98363 3.56682 2.08191
O 2.17877 -3.91206 -5.53212
C 3.44308 1.91154 0.06135
C 0.09562 -2.99991 -6.03769
H 2.49158 7.29207 5.41284
O 2.78925 2.91165 4.02492
C 0.73721 0.31826 -0.98848
N -6.73362 -3.39760 3.21917
H -0.08700 4.08041 3.19885
O -3.48245 -6.00588 3.24617
H 4.41373 2.47151 0.42205
H -1.09375 -3.33811 4.74456
H 0.15859 -3.83201 0.54162
S -2.10485 -2.71863 -1.66441
O -1.94321 -5.76990 1.68776
O 3.99284 7.45731 1.53133
N -0.56880 -1.96224 -1.28317
C -1.68303 1.27163 -7.97055
F -0.39655 -0.40802 -3.12826
C 1.25801 0.11442 0.56518
C -4.16740 -5.46263 1.08680
H 2.48534 -3.53071 -3.54576
H 0.99158 7.09948 0.44247
O 3.58298 7.35151 7.55857
H -5.89238 -2.18094 4.70193
H 1.86208 -5.20052 -2.85765
H 3.00858 0.79296 2.20372
H 0.04213 -2.03545 -6.54689
N 1.37571 -3.64654 -6.43416
O -7.92883 -3.54380 2.93778
C 0.60174 3.69406 3.95309
C 2.05782 7.24951 0.26048
H 1.53232 -5.01154 0.01619
O -3.20290 -2.41057 -0.58559
N -2.14869 -1.84845 3.71767
N 4.26797 7.48440 6.53768
H 3.97211 6.61029 4.65756
H 3.73290 8.39631 4.72967
N 1.89673 3.36438 3.29869
H -2.75835 1.38874 -7.82163
F -1.81538 -4.43930 -1.78111
H -5.73977 -3.95688 4.97594
O -5.78960 -3.43953 2.42164
H -3.96882 -4.46204 0.69730
O 1.53818 -3.86915 -7.63957
O -1.88030 -1.02644 -8.25776
O 5.49284 7.64991 6.50170
C 2.61261 0.92768 1.08684
H 1.25243 1.55477 -3.11013
H 3.34322 -4.27681 -2.03896
F -1.87643 0.19986 -1.30652
N 0.35857 -2.49438 -2.16376
C 1.19673 -3.86575 0.00341
H -0.71693 -3.65936 -6.34930
C 1.19431 -3.40288 -1.56655
H -1.40800 1.42219 -9.01650
*
```

Here are the Mulliken charges for atoms 1 to 8, given in e: 0.310, 0.379, 0.161, 0.302, -0.018, 0.239, -0.646, -0.230

***

Computed, not measured: 10 unconnected molecules or ions with the total composition C36H63N3O21 at a distorted geometry, with ωB97M-V/def2-TZVPD.

## Properties
Orbital gap (eV): 10.39
ΔE to the lowest compared entry with this formula, charge and spin (kcal per mole): 0.00
M (g/mol): 873.9
SMILES: C[C@H]1COC(=O)O1.C[C@H]1COC(=O)O1.C[C@H]1COC(=O)O1.COC(=O)OC.COC(=O)OC.COC(=O)OC.COC(=O)OC.CCCC#N.CCCC#N.CCCC#N
Lowest unoccupied orbital energy (eV): 0.4

ORCA input file:
```
! wB97M-V def2-TZVPD RIJCOSX def2/J DEFGRID3
* xyz 0 1
H 0.33501 -21.71784 1.84879
C 8.74656 -19.47221 2.34182
O 7.49292 -19.71110 -2.30589
C 6.53061 -20.57728 -2.35933
H 5.45011 -10.75538 -0.18376
C 4.78873 -21.56727 -1.06548
H 3.80920 -10.89303 -0.88958
H 7.17016 -10.73207 1.10990
H 3.71228 -17.14453 1.35233
H 8.13731 -15.02952 3.27616
H 7.73538 -17.03952 7.37615
H 10.09574 -19.28861 -0.37997
O 9.95553 -16.63908 -1.69687
C 7.04991 -17.01719 0.73576
O 13.93500 -16.28060 3.83244
O 6.39062 -21.56106 -3.37436
H 4.05814 -21.79161 -1.85731
C 4.81677 -11.28508 -0.93632
H 8.67803 -14.47921 -0.79507
O 11.90121 -16.33029 4.48721
H 1.67633 -21.39708 0.68689
C 10.34219 -16.53630 -0.33430
C 11.75393 -16.53827 3.09940
H 4.03444 -18.37596 -2.38915
H 9.75995 -18.21239 6.33896
C 9.41097 -14.29681 -0.10855
H 7.19573 -16.29726 -2.34539
C 3.33008 -21.08896 4.66312
O 10.08678 -15.44583 0.36928
O 8.52083 -18.18082 2.22493
C 13.53408 -18.41121 2.89209
H 2.45129 -20.45039 4.67693
C 8.67276 -14.41185 3.93029
C 7.17032 -17.91746 1.95624
C 11.04175 -18.72849 -0.31799
O 10.92490 -17.51495 0.31592
H 12.93681 -19.01193 2.17220
C 0.88628 -20.91925 1.25523
C 4.83860 -17.66219 -2.16475
C 2.30308 -19.11801 1.80299
H 8.15774 -19.73431 -4.36250
C 6.21499 -13.39092 -0.63702
O 4.40761 -13.06000 0.77383
H 5.55371 -19.45879 1.90805
C 8.10556 -10.34919 1.57660
C 8.07814 -16.85517 6.37685
H 10.15723 -13.66493 -0.61425
H 3.51014 -19.09677 6.51068
C 4.77231 -12.80277 -0.61117
H 5.27430 -18.74943 6.44431
H 8.71040 -20.24713 5.40351
H 4.12178 -13.36008 -1.25492
O 8.92334 -11.35000 2.07904
H 6.00613 -16.74243 0.63680
C 8.50544 -19.67097 -3.35034
H 4.53977 -19.55511 4.25279
H 6.18447 -14.30687 -1.23039
C 8.85565 -18.02109 5.80587
H 4.63046 -20.23049 7.18626
C 5.32636 -13.81006 1.37979
C 8.18351 -19.45034 5.86048
H 7.23922 -16.13680 -4.15293
C 5.51182 -17.28674 -3.48318
H 5.56504 -18.02902 -1.40008
H 4.69870 -16.94940 -4.11664
H 5.44129 -22.39701 -0.83087
C 13.20926 -16.90835 2.79350
H 13.31279 -18.76432 3.89399
C 3.50556 -17.14875 2.40530
O 1.35664 -19.93031 2.16969
C 8.41000 -12.26914 2.95362
H 4.48123 -17.21567 2.87634
C 6.60012 -19.33796 1.64198
H 3.09147 -16.10898 2.61500
C 6.56596 -16.15219 -3.26474
C 4.48297 -20.25559 5.03106
H 11.46526 -18.56798 -1.26569
H 8.08183 -19.69662 6.91093
C 4.48158 -19.47146 6.37392
H 11.06110 -17.27878 2.81466
H 6.61553 -19.56746 0.57561
H 11.84466 -19.28004 0.14843
C 6.87355 -16.62904 5.59969
C 3.57841 -21.71830 3.35713
H 9.11986 -13.73030 0.75821
H 13.62409 -16.56167 1.84594
C 4.10963 -16.58272 -1.45933
H 7.63240 -16.11876 0.75675
O 7.09160 -12.05685 3.51437
H 14.66390 -18.47560 2.77190
N 3.55540 -15.77670 -0.89864
O 9.78439 -19.99411 2.65954
O 7.64584 -20.15324 2.14524
H 0.12347 -20.50337 0.50087
H 11.42560 -15.64763 2.49449
H 7.34472 -17.54193 -0.21438
H 4.20372 -21.34242 -0.21267
H 6.67569 -17.55484 2.81304
H 9.11064 -18.73299 -3.36844
H 8.69413 -9.78126 0.87687
N 3.83457 -22.22027 2.35170
H 5.90839 -18.20681 -3.90611
O 5.29376 -14.20763 2.54838
H 9.48565 -15.00804 4.30438
H 5.17813 -11.10422 -1.91514
O 2.65851 -18.23351 2.77572
H 9.16956 -20.46263 -3.16012
H 8.55447 -15.89681 6.49554
O 6.32917 -14.04748 0.57241
H 9.28029 -17.78047 4.83744
H 7.81849 -9.58093 2.33183
H 7.24568 -19.42537 5.31481
H 3.12907 -21.81211 5.42572
H 7.06108 -12.82819 -0.98421
O 5.63737 -20.44553 -1.41506
C 13.13657 -16.10932 4.87551
N 5.92909 -16.45769 4.94831
H 7.91606 -14.01209 4.65875
O 9.18673 -13.36312 3.18858
O 2.89272 -19.15403 0.51671
H 5.40637 -20.78362 5.02165
O 13.52953 -15.65171 5.98837
H 6.04746 -15.23880 -3.12165
*
```

Here are the Mulliken charges for atoms 1 to 8, given in e: 0.252, -0.003, 0.088, 0.335, 0.181, -0.571, 0.432, 0.049